C13H28BBrCaCl10F3N3NaO14PS | the ωB97M-V functional and the def2-TZVPD basis

```
! RIJCOSX wB97M-V def2-TZVPD def2/J DEFGRID3
* xyz 0 1
C -5.003 -2.247 2.487
C -5.602 -2.020 0.966
Cl -6.531 -3.516 0.306
C -4.491 -1.421 -0.086
Cl -5.370 -1.041 -1.673
N -3.235 -2.252 -0.229
O -3.457 -3.445 -0.806
B -2.464 -4.461 -0.397
O -1.007 -4.227 -0.233
O -2.931 -5.860 -0.111
C -2.368 -1.494 -1.256
O -1.633 -0.458 -0.815
O -2.254 -1.863 -2.680
H -4.020 -1.574 2.546
H -5.741 -1.791 3.296
H -4.797 -3.364 2.766
H -6.436 -1.173 1.077
H -4.144 -0.373 0.369
H -0.510 -4.437 -1.081
H -3.145 -6.276 -1.020
H -3.142 -2.107 -3.076
C 1.155 0.941 0.723
O 1.397 1.109 2.014
H 0.148 0.592 0.438
H 1.258 1.825 0.070
H 1.784 0.213 0.182
Ca 3.315 2.173 0.406
C -1.606 -3.934 4.388
Cl -3.047 -4.957 4.343
Cl -1.723 -2.620 3.211
H -1.503 -3.508 5.388
H -0.730 -4.544 4.154
C -4.386 -9.697 -3.009
F -5.242 -10.531 -3.683
F -4.812 -9.701 -1.705
F -3.172 -10.335 -3.006
S -4.307 -7.982 -3.747
O -5.678 -7.457 -3.669
O -3.839 -8.168 -5.127
O -3.356 -7.237 -2.910
C -0.083 2.327 -3.392
Cl 1.658 2.627 -3.251
Cl -1.001 3.576 -2.534
Cl -0.566 2.259 -5.096
H -0.304 1.360 -2.933
Na 0.169 4.609 -4.301
C 3.091 4.152 5.006
O 3.215 4.577 3.868
N 2.140 3.265 5.351
N 3.893 4.533 6.016
H 2.022 2.904 6.283
H 1.515 2.953 4.620
H 4.623 5.200 5.799
H 3.807 4.194 6.960
C 4.349 10.331 -1.282
O 4.626 9.737 -0.026
P 4.392 8.023 -0.006
O 4.465 8.057 1.524
O 5.901 7.813 -0.649
C 7.016 8.421 -0.019
O 4.158 6.309 0.013
C 5.082 5.492 0.714
H 4.591 11.394 -1.228
H 4.954 9.868 -2.066
H 3.288 10.215 -1.516
H 6.828 8.655 1.030
H 7.275 9.336 -0.559
H 7.863 7.732 -0.076
H 5.206 5.812 1.750
H 6.048 5.482 0.204
H 4.691 4.471 0.721
C -0.930 -10.214 -5.592
Cl -0.976 -8.836 -4.480
Cl 0.733 -10.544 -6.106
Cl -1.643 -11.649 -4.835
H -1.520 -9.962 -6.477
Br 2.049 4.740 7.753
*
```

Results
- HOMO (Ha) = -0.225
- gap between HOMO and LUMO (eV) = 1.7832
- lowest unoccupied orbital energy (eV) = -4.344